# 1
82
Properties=species:S:1:pos:R:3 method="wB97M-V/def2-TZVPD" homo_energy_ev=-5.045 charge=-1 gap_ev=6.228 e_lumo_ev=1.184 largest_force_ev_per_a=2.50 de_lowest_ev=0.0000 e_tot_ev=-1530973.4247
C 0.46 -3.94 2.48
C -0.18 -3.88 1.09
C -1.24 -2.78 0.91
C -2.27 -2.60 2.04
C -3.17 -3.85 2.10
B -3.06 -1.15 1.94
C -2.24 0.11 2.61
C -0.71 0.14 2.47
C -0.27 1.05 1.28
C 1.02 1.79 1.51
O 1.13 3.01 1.37
O 2.13 1.08 1.92
C 2.40 -0.12 1.20
C 2.42 0.09 -0.32
P -4.72 -1.29 3.00
S -6.37 -2.00 2.17
S -3.48 -0.62 0.16
C -4.35 -1.87 -0.77
O -2.25 -0.34 -0.60
O -4.39 0.54 0.23
H -0.26 -4.31 3.22
H 1.32 -4.61 2.49
H 0.79 -2.95 2.80
H 0.62 -3.68 0.36
H -0.57 -4.87 0.81
H -1.76 -2.99 -0.04
H -0.71 -1.84 0.72
H -1.73 -2.57 3.00
H -3.96 -3.86 1.34
H -3.62 -4.01 3.08
H -2.56 -4.75 1.91
H -2.50 0.12 3.68
H -2.64 1.05 2.21
H -0.29 0.60 3.38
H -0.25 -0.84 2.39
H -0.12 0.40 0.40
H -1.07 1.74 1.05
H 1.71 -0.92 1.48
H 3.40 -0.42 1.54
H 3.27 -0.45 -0.76
H 1.52 -0.30 -0.79
H 2.52 1.16 -0.54
H -4.98 0.02 3.46
H -4.39 -1.95 4.20
H -4.09 -2.89 -0.48
H -5.42 -1.72 -0.62
H -4.11 -1.68 -1.82
C 5.16 2.85 -2.74
Br 3.99 3.48 -1.35
Br 6.37 1.49 -2.08
Br 4.17 2.22 -4.26
H 5.76 3.68 -3.07
C -1.42 2.66 -2.18
Br -2.05 3.90 -3.52
Br -0.11 1.46 -2.91
Br -0.73 3.56 -0.63
H -2.27 2.06 -1.85
C -1.00 -8.62 0.72
Br -2.10 -7.52 -0.42
Br 0.48 -9.37 -0.26
Br -0.39 -7.69 2.29
H -1.61 -9.44 1.05
C 0.70 5.41 -5.70
Br 0.15 6.64 -7.07
Br 1.95 4.10 -6.37
Br 1.38 6.32 -4.15
H -0.19 4.87 -5.38
C -0.24 -4.81 -3.61
Br -1.44 -3.85 -2.46
Br 1.56 -4.84 -2.91
Br -0.86 -6.60 -4.00
H -0.21 -4.28 -4.55
C 1.55 7.79 0.13
Br 2.80 7.09 -1.16
Br -0.10 8.31 -0.70
Br 1.28 6.55 1.57
H 2.00 8.68 0.55
C 6.98 7.37 0.43
Br 7.75 8.67 -0.76
Br 5.59 8.13 1.51
Br 6.38 5.81 -0.53
H 7.76 7.05 1.10

***

# 2
64
Properties=species:S:1:pos:R:3 method="wB97M-V/def2-TZVPD" homo_energy_ev="-14.461 / -13.628" charge=+2 gap_ev="6.771 / 5.672" e_lumo_ev="-7.690 / -7.956" largest_force_ev_per_a=2.49 e_tot_ev=-58698.5923
In -0.48 -0.74 0.35
P -2.64 -0.25 -0.84
C -2.81 -0.29 -2.59
C -1.71 0.10 -3.41
N -0.46 0.06 -2.87
C 0.58 0.66 -3.44
C 0.49 1.32 -4.67
C -0.74 1.28 -5.32
C -1.81 0.64 -4.72
C 1.91 0.70 -2.69
P 2.13 -0.68 -1.57
H -2.78 0.59 -5.20
H 1.39 1.80 -5.05
H -0.83 1.78 -6.28
H 2.76 0.59 -3.36
H 1.99 1.60 -2.05
H -2.55 -4.91 -4.49
H -3.76 -0.51 -3.06
H 1.48 -4.71 -0.90
O -2.87 -4.68 -3.64
H -3.82 -4.66 -3.70
H 0.70 -0.50 -1.15
O 0.80 -5.20 -1.40
H 0.05 -4.56 -1.49
C 2.50 -2.08 -2.62
H 3.29 -1.72 -3.28
H 2.87 -2.93 -2.03
H 1.61 -2.34 -3.21
C 3.52 -0.36 -0.48
H 3.56 -1.10 0.34
H 4.40 -0.48 -1.13
H 3.47 0.67 -0.10
C -2.82 1.49 -0.30
H -3.69 1.88 -0.83
H -2.97 1.58 0.78
H -1.94 2.08 -0.59
C -3.96 -1.19 -0.06
H -3.87 -1.17 1.03
H -4.93 -0.76 -0.36
H -3.91 -2.23 -0.40
C 2.39 -0.13 4.18
C 1.95 1.32 4.05
C 0.46 1.57 3.67
C -0.57 1.28 4.79
C -0.60 -0.14 5.34
C 0.30 3.04 3.20
O -0.21 3.92 3.88
N 0.79 3.31 1.92
C 0.82 2.38 0.87
O 1.13 2.70 -0.28
N 0.44 1.11 1.22
C 0.15 0.74 2.46
O -0.47 -0.38 2.53
H 1.69 -0.73 4.77
H 3.37 -0.14 4.68
H 2.54 -0.61 3.21
H 2.12 1.86 4.99
H 2.56 1.81 3.27
H -0.39 2.00 5.59
H -1.56 1.51 4.35
H 0.21 -0.31 6.06
H -1.56 -0.28 5.85
H -0.55 -0.87 4.52
H 0.85 4.29 1.64

***

# 3
59
Properties=species:S:1:pos:R:3 method="wB97M-V/def2-TZVPD" homo_energy_ev="-11.216 / -12.959" charge=+1 gap_ev="8.712 / 7.563" e_lumo_ev="-2.504 / -5.396" largest_force_ev_per_a=0.58 spin_multiplicity=5 e_tot_ev=-32205.9306
Ir -0.48 -0.99 -0.98
C -0.13 -0.15 1.48
C 0.94 -0.75 0.76
C 1.26 0.19 -0.35
C 0.31 1.28 -0.21
C -0.50 1.10 0.91
C -1.51 2.06 1.48
C -2.77 1.30 1.93
C -0.87 2.73 2.71
C -1.89 3.13 0.46
C 2.41 0.26 -1.37
C 3.78 0.20 -0.67
C 2.32 -0.84 -2.44
C 2.35 1.60 -2.11
C 1.64 -1.99 1.33
C 2.20 -2.94 0.26
C 0.63 -2.80 2.17
C 2.76 -1.53 2.28
H -0.61 -0.59 2.34
H 0.28 2.14 -0.86
H -2.55 0.58 2.71
H -3.24 0.77 1.10
H -3.49 2.01 2.34
H -0.61 1.99 3.47
H -1.57 3.43 3.15
H 0.04 3.27 2.44
H -2.33 2.69 -0.44
H -1.02 3.73 0.16
H -2.62 3.81 0.90
H 3.97 -0.75 -0.18
H 3.87 0.99 0.07
H 4.56 0.35 -1.41
H 2.43 -1.84 -2.05
H 3.10 -0.68 -3.19
H 1.37 -0.79 -2.99
H 2.42 2.45 -1.42
H 1.44 1.71 -2.70
H 3.20 1.66 -2.79
H 1.42 -3.27 -0.43
H 2.57 -3.84 0.76
H 3.02 -2.52 -0.30
H -0.27 -3.06 1.61
H 0.35 -2.27 3.08
H 1.11 -3.73 2.48
H 3.55 -0.98 1.77
H 3.20 -2.40 2.76
H 2.35 -0.89 3.07
C -4.81 0.09 -1.67
C -3.32 0.15 -1.80
N -2.79 0.87 -2.78
O -2.63 -0.49 -0.98
H -5.31 0.85 -2.27
H -5.08 0.19 -0.62
H -5.14 -0.90 -2.01
H -3.38 1.33 -3.46
H -1.79 0.89 -2.92
O -1.44 -3.06 -0.49
N -1.57 -3.35 -1.67
O -1.13 -2.40 -2.42

***

# 4
63
Properties=species:S:1:pos:R:3 method="wB97M-V/def2-TZVPD" homo_energy_ev="-9.949 / -11.531" charge=+1 gap_ev="7.909 / 6.648" e_lumo_ev="-2.040 / -4.884" largest_force_ev_per_a=1.71 de_lowest_ev=1.9796 spin_multiplicity=5 e_tot_ev=-63670.2917
Ir 0.33 -0.99 0.35
C 4.23 0.08 -0.10
P 2.98 -0.99 0.67
C 3.30 -0.85 2.45
C 3.63 -2.68 0.29
C 2.67 -3.71 0.87
P 0.93 -3.38 0.37
C 0.02 -4.63 1.34
C 0.85 -4.02 -1.34
H 5.23 -0.25 0.19
H 4.09 1.11 0.23
H 4.15 0.04 -1.19
H 4.34 -1.13 2.67
H 2.63 -1.49 3.01
H 3.12 0.18 2.75
H 4.63 -2.80 0.71
H 3.71 -2.78 -0.79
H 2.70 -3.69 1.96
H 2.92 -4.73 0.55
H 0.46 -5.61 1.16
H -1.03 -4.63 1.06
H 0.10 -4.39 2.40
H 1.34 -4.99 -1.39
H 1.35 -3.33 -2.02
H -0.19 -4.12 -1.64
C -4.45 1.42 2.17
C -4.66 0.71 0.84
N -4.00 -0.60 0.87
C -3.23 -1.14 -0.06
S -2.09 -2.35 0.44
N -3.31 -0.86 -1.35
C -4.33 -0.14 -2.11
C -3.71 1.01 -2.90
H -4.87 2.42 2.11
H -3.39 1.52 2.39
H -4.94 0.89 2.98
H -4.23 1.31 0.04
H -5.73 0.58 0.64
H -3.84 -0.96 1.79
H -2.59 -1.30 -1.91
H -5.10 0.22 -1.45
H -4.79 -0.85 -2.80
H -3.30 1.77 -2.23
H -4.46 1.48 -3.53
H -2.90 0.65 -3.54
O -1.36 2.47 1.55
C -1.27 1.74 0.60
O -1.24 0.44 0.57
H -1.24 2.19 -0.43
O 1.04 0.63 -1.11
C 1.39 1.43 -0.19
O 1.45 1.01 1.01
C 1.72 2.84 -0.49
C 1.98 3.72 0.55
C 2.28 5.04 0.27
C 2.32 5.48 -1.05
C 2.05 4.60 -2.09
C 1.75 3.28 -1.82
H 1.92 3.36 1.57
H 2.48 5.73 1.08
H 2.56 6.51 -1.27
H 2.07 4.95 -3.11
H 1.53 2.58 -2.61

***

# 5
64
Properties=species:S:1:pos:R:3 method="wB97M-V/def2-TZVPD" homo_energy_ev="-14.905 / -14.904" charge=+2 gap_ev="4.839 / 3.467" e_lumo_ev="-10.066 / -11.437" largest_force_ev_per_a=4.75 e_tot_ev=-54569.2002
Y 0.04 -0.49 0.37
P -2.56 0.30 -0.45
C -2.27 0.98 -2.11
C -0.84 1.29 -2.52
N 0.24 0.95 -1.75
C 1.48 1.32 -2.23
C 1.64 2.10 -3.36
C 0.54 2.38 -4.16
C -0.69 1.94 -3.74
C 2.74 1.00 -1.47
P 2.79 -0.58 -0.46
H -1.61 2.08 -4.35
H 2.63 2.46 -3.65
H 0.62 2.99 -5.05
H 3.66 0.94 -2.09
H 2.93 1.79 -0.71
H -2.74 0.28 -2.81
H -2.88 1.90 -2.19
H -1.29 -2.94 -3.04
O -1.42 -3.27 -3.94
H -1.41 -2.35 -4.37
H -1.07 -3.39 0.78
O 0.00 -2.42 -0.37
H -0.49 -3.28 -0.44
C 3.28 -1.79 -1.74
H 4.16 -1.42 -2.30
H 3.52 -2.76 -1.27
H 2.44 -1.94 -2.43
C 4.28 -0.39 0.57
H 4.24 -1.16 1.36
H 5.19 -0.52 -0.03
H 4.27 0.60 1.05
C -3.36 1.76 0.30
H -3.98 2.22 -0.48
H -3.97 1.48 1.17
H -2.58 2.46 0.64
C -3.92 -0.89 -0.62
H -4.35 -1.15 0.36
H -4.72 -0.46 -1.25
H -3.58 -1.83 -1.07
C -2.66 1.76 4.56
C -1.69 2.92 4.65
C -0.26 2.56 4.12
C 0.76 3.79 4.28
C 0.21 5.09 3.77
C 0.31 1.40 4.99
O 0.44 1.47 6.21
N 0.64 0.23 4.32
C 0.48 -0.01 2.97
O 0.77 -1.11 2.44
N -0.06 0.98 2.21
C -0.38 2.24 2.62
O -0.82 3.05 1.78
H -2.80 1.43 3.52
H -3.62 2.12 4.94
H -2.34 0.92 5.18
H -2.03 3.79 4.04
H -1.56 3.27 5.69
H 1.01 3.84 5.35
H 1.67 3.48 3.75
H -0.51 5.49 4.48
H 1.04 5.79 3.69
H -0.26 4.95 2.80
H 0.99 -0.54 4.87

***

# 6
58
Properties=species:S:1:pos:R:3 method="wB97M-V/def2-TZVPD" homo_energy_ev="-15.213 / -15.386" charge=+2 gap_ev="6.006 / 7.682" e_lumo_ev="-9.207 / -7.704" largest_force_ev_per_a=4.66 de_lowest_ev=0.0257 e_tot_ev=-31878.5041
C -1.83 -0.50 -2.02
H -2.63 -1.19 -1.75
H -2.29 0.49 -2.13
H -0.81 -1.59 -0.65
C -1.15 -0.96 -3.35
H -0.43 -0.19 -3.65
H -0.58 -1.90 -3.14
C -2.15 -1.24 -4.48
H -1.59 -1.46 -5.42
H -2.81 -2.08 -4.32
H -2.76 -0.34 -4.65
C 0.73 2.15 0.82
C 0.90 2.19 -0.59
C -0.38 2.16 -1.20
C -1.38 2.04 -0.12
C -0.65 2.05 1.11
C -1.24 2.11 2.46
C -2.83 2.39 -0.26
C -0.67 2.63 -2.59
C 2.18 2.45 -1.27
C 1.79 2.38 1.82
Al -0.75 0.02 -0.69
H -3.42 1.93 0.54
H -3.02 3.48 -0.23
H -3.26 2.05 -1.21
H -2.32 1.89 2.44
H -0.77 1.42 3.18
H -1.12 3.14 2.85
H 2.77 2.01 1.47
H 1.90 3.46 2.01
H 1.56 1.90 2.79
H 2.08 2.36 -2.37
H 2.50 3.49 -1.05
H 2.99 1.78 -0.94
H -1.62 2.24 -2.99
H -0.74 3.74 -2.66
H 0.10 2.32 -3.30
C 3.09 -1.14 0.40
N 2.13 -1.88 1.19
C 2.59 -3.00 1.97
C 1.63 -3.35 3.07
C 0.24 -3.45 2.51
N -0.09 -2.21 1.81
C -1.50 -1.88 1.67
C 0.87 -1.60 1.05
O 0.67 -0.59 0.24
H 2.96 -1.29 -0.69
H 4.06 -1.54 0.70
H 3.08 -0.06 0.60
H 2.69 -3.84 1.26
H 3.56 -2.70 2.37
H 1.68 -2.61 3.88
H 1.93 -4.31 3.47
H -0.50 -3.63 3.30
H 0.20 -4.29 1.79
H -1.85 -2.18 0.67
H -2.06 -2.45 2.44
H -1.65 -0.81 1.84

***

# 7
61
Properties=species:S:1:pos:R:3 method="wB97M-V/def2-TZVPD" homo_energy_ev="-13.419 / -13.077" charge=+2 gap_ev="5.167 / 4.800" e_lumo_ev="-8.253 / -8.277" largest_force_ev_per_a=4.18 spin_multiplicity=8 e_tot_ev=-66968.4717
Tb -0.03 -0.01 -0.79
H 3.88 0.14 -4.78
H -2.27 0.11 -1.57
P -0.40 -2.69 -1.48
P -0.57 2.65 -1.37
C 0.99 3.39 -0.77
H 1.03 4.43 -1.11
H 1.03 3.36 0.33
H 1.85 2.84 -1.17
C -0.80 3.52 -2.97
H -1.83 3.41 -3.34
H -0.58 4.59 -2.80
H -0.09 3.11 -3.72
C -1.79 3.52 -0.34
H -1.53 3.41 0.73
H -1.77 4.58 -0.63
H -2.79 3.10 -0.53
C 0.29 -3.46 -3.00
H 0.53 -4.52 -2.80
H -0.43 -3.41 -3.83
H 1.21 -2.94 -3.29
C 0.45 -3.69 -0.22
H 0.06 -3.48 0.79
H 0.31 -4.75 -0.46
H 1.52 -3.45 -0.22
C -2.05 -3.50 -1.49
H -2.49 -3.47 -2.50
H -1.92 -4.55 -1.18
H -2.72 -3.01 -0.78
C -2.07 -0.08 0.31
O -2.96 -0.13 1.06
H -3.05 -0.72 -2.84
H -2.80 0.89 -3.01
H -0.20 0.64 -3.13
H -0.90 -1.28 -3.89
B -0.99 -0.27 -3.29
N -2.37 0.02 -2.68
H 3.14 0.11 -4.66
C 1.01 3.62 3.54
C -0.24 3.11 3.17
C -0.31 1.93 2.43
C 0.86 1.24 2.09
C 2.12 1.74 2.48
C 2.18 2.93 3.20
N 0.78 0.03 1.37
C 0.92 -1.16 2.12
C 2.20 -1.71 2.33
C 2.33 -2.82 3.16
C 1.21 -3.41 3.76
C -0.07 -2.87 3.54
C -0.22 -1.77 2.69
H 1.06 4.55 4.12
H -1.16 3.61 3.47
H -1.26 1.47 2.13
H 3.01 1.17 2.19
H 3.15 3.31 3.52
H 3.05 -1.22 1.85
H 3.32 -3.23 3.34
H 1.31 -4.28 4.41
H -0.95 -3.29 4.02
H -1.19 -1.32 2.47